9
Properties=species:S:1:pos:R:3:forces:R:3 method="wB97M-V/def2-TZVPD" lumo_energy_ev="-6.244 / -6.285" homo_lumo_gap_ha="0.22930 / 0.22776" charge=+1 homo_ev="-12.484 / -12.483"
C 0.981 -1.063 -0.007 -0.6 0.2 0.0
C -0.266 -0.432 -0.075 -0.2 -1.8 -0.3
C -0.083 2.007 0.022 -0.8 -1.1 -0.1
C 2.145 -0.509 0.253 1.1 -0.1 0.3
N -0.296 0.868 -0.018 0.8 2.7 0.1
Br 3.764 0.103 -0.023 -0.6 -0.2 -0.1
H 0.984 -2.155 -0.029 0.2 0.0 0.0
H -1.195 -0.954 -0.210 0.0 -0.1 0.0
H -0.048 3.046 0.224 0.2 0.5 0.1



12
Properties=species:S:1:pos:R:3:forces:R:3 method="wB97M-V/def2-TZVPD" lumo_energy_ev=0.088 homo_lumo_gap_ha=0.31339 homo_ev=-8.440
C -2.207 -0.509 0.356 -0.7 -0.3 -2.9
C -1.862 -1.059 -0.884 -3.6 -1.9 1.1
C -0.215 0.038 -0.165 -1.5 1.0 2.7
C 1.850 0.985 0.702 -2.9 -0.8 -0.2
N -1.163 0.241 0.762 2.0 0.0 -0.7
N 1.077 0.406 -0.133 2.0 0.6 0.3
O 3.146 0.996 0.563 1.1 1.2 1.7
O -0.631 -0.748 -1.175 2.1 0.6 -0.2
Br 3.850 0.391 -0.881 1.4 -1.2 -2.7
H -3.227 -0.436 0.723 0.5 -0.2 0.4
H -2.386 -1.822 -1.529 0.8 1.3 0.8
H 1.769 1.517 1.662 -1.3 -0.3 -0.2



10
Properties=species:S:1:pos:R:3:forces:R:3 method="wB97M-V/def2-TZVPD" s_squared=2.001 lumo_energy_ev="-8.457 / -8.563" homo_lumo_gap_ha="0.22260 / 0.31537" charge=+2 homo_ev="-14.514 / -17.145" multiplicity=3
C -0.358 -1.453 1.639 -0.3 0.8 -0.5
C -0.871 -2.534 1.359 0.3 0.4 -0.2
H -1.241 -3.516 1.101 0.1 0.3 0.2
Li -1.136 -0.486 -0.700 -0.1 -0.7 0.4
O 0.790 2.228 0.397 0.5 0.3 -2.8
C 0.804 1.771 -0.723 -0.8 -2.8 3.8
C 0.429 0.839 -1.607 0.5 3.9 0.7
Ce 0.402 0.858 2.597 0.0 -0.7 0.3
H 0.043 2.107 -1.944 0.2 -2.2 -1.0
H 1.139 0.184 -2.118 -0.2 0.7 -0.8



10
Properties=species:S:1:pos:R:3:forces:R:3 method="wB97M-V/def2-TZVPD" lumo_energy_ev=-0.249 homo_lumo_gap_ha=0.31356 homo_ev=-8.781
C 1.274 -0.001 0.910 -1.9 0.1 -0.7
C 0.215 0.370 1.614 -0.8 0.6 0.4
C -0.404 0.053 -0.316 0.8 0.1 0.6
C -0.694 -0.309 -1.694 -0.1 1.3 -1.1
N -0.955 0.487 0.689 0.8 -0.1 1.3
Cl 2.715 -0.264 1.739 1.1 -0.4 -0.5
Cl 0.186 0.674 3.325 -0.6 0.1 -0.6
H -1.347 0.406 -2.254 0.3 0.0 1.1
H -1.240 -1.235 -1.797 0.6 -0.7 0.1
H 0.250 -0.180 -2.214 0.1 -0.9 -0.4



14
Properties=species:S:1:pos:R:3:forces:R:3 method="wB97M-V/def2-TZVPD" lumo_energy_ev=-0.602 homo_lumo_gap_ha=0.33323 homo_ev=-9.669
O -2.739 0.644 -1.509 -0.3 0.2 -0.5
N -2.087 0.356 -0.529 -0.3 -0.9 -0.7
O -1.979 1.053 0.449 0.4 0.5 0.7
C -1.452 -0.934 -0.568 1.8 -2.4 0.9
C -0.416 -1.245 0.312 -2.2 0.3 -1.0
Cl 0.131 -2.930 0.219 0.0 0.9 0.0
N 0.066 -0.586 1.404 0.2 -0.3 -0.5
C 0.878 0.402 1.501 -0.7 -2.4 -2.5
N 1.318 1.167 0.468 -2.4 0.6 3.6
C 1.892 1.299 -0.562 2.8 -0.8 -2.7
Cl 2.970 -0.019 -1.217 -0.4 0.5 0.1
H -1.837 -1.788 -1.242 0.5 2.2 1.0
H 1.264 0.402 2.464 1.0 1.6 1.6
H 1.991 2.180 -1.191 -0.4 0.0 0.1



12
Properties=species:S:1:pos:R:3:forces:R:3 method="wB97M-V/def2-TZVPD" lumo_energy_ev=0.385 homo_lumo_gap_ha=0.37929 smiles="O=C=CC(F)F.O=CCl" homo_ev=-9.936
O 0.763 2.609 -0.365 0.7 1.2 -0.6
C 0.230 1.681 0.026 0.0 0.1 -0.1
C -0.289 0.592 0.483 -1.9 -1.7 3.0
C -1.547 -0.043 -0.116 2.4 2.2 -2.4
F -2.668 0.631 0.244 -0.2 -0.3 0.1
F -1.652 -1.312 0.251 -0.3 -0.9 0.3
H -0.048 0.398 1.598 -0.4 0.3 -2.0
H -1.379 0.047 -1.268 -1.0 -0.5 1.8
O 1.693 -1.101 -1.476 0.7 0.1 -3.9
C 1.614 -1.280 -0.347 -2.6 -0.6 3.1
Cl 2.505 -0.391 0.802 1.8 0.4 1.2
H 0.778 -1.832 0.168 0.9 -0.2 -0.4



11
Properties=species:S:1:pos:R:3:forces:R:3 method="wB97M-V/def2-TZVPD" lumo_energy_ev=-1.493 homo_lumo_gap_ha=0.36022 smiles="N#CC(=O)[C@H](Cl)CF" homo_ev=-11.295
N 1.986 -0.205 -2.488 -1.7 -0.8 2.7
C 1.383 -0.580 -1.551 1.0 -0.4 -1.7
C 0.553 -1.178 -0.430 -1.2 -1.0 1.6
O 0.581 -2.352 -0.016 0.5 4.0 -2.0
C -0.537 -0.177 0.302 -0.9 -3.4 -1.9
Cl -2.096 -0.090 -0.783 1.6 0.0 0.4
C -0.201 1.204 0.827 -0.6 -1.3 -0.1
F -1.353 1.404 1.635 1.2 1.1 -0.5
H -0.934 -0.988 1.008 0.8 2.0 -0.1
H -0.027 2.012 -0.010 -0.5 -1.5 2.0
H 0.644 0.949 1.505 -0.2 1.2 -0.3



11
Properties=species:S:1:pos:R:3:forces:R:3 method="wB97M-V/def2-TZVPD" lumo_energy_ev=0.486 homo_lumo_gap_ha=0.39321 homo_ev=-10.214
N 2.501 -0.007 -1.489 -1.2 0.1 0.9
C 1.647 -0.127 -0.714 1.2 -0.8 -0.6
C 0.625 -0.405 0.344 -0.6 0.9 -0.9
O 1.113 -0.137 1.602 0.1 -0.5 0.7
C -0.608 0.404 -0.079 -0.9 -0.5 -0.3
Cl -0.601 2.164 -0.171 0.5 -0.8 0.2
C -1.745 -0.177 -0.481 0.9 1.4 1.1
F -1.925 -1.480 -0.381 -0.2 -0.6 -0.3
H 0.321 -1.457 0.412 0.2 0.2 -0.7
H 1.270 0.792 1.697 0.2 1.0 0.1
H -2.600 0.431 -0.739 -0.2 -0.4 -0.3



11
Properties=species:S:1:pos:R:3:forces:R:3 method="wB97M-V/def2-TZVPD" lumo_energy_ev=0.515 homo_lumo_gap_ha=0.34484 smiles=On1cc(F)c(Cl)c1 homo_ev=-8.868
O 2.920 -0.655 -0.096 -0.3 0.1 -0.2
N 1.603 -0.255 -0.004 0.0 0.3 0.0
C 1.208 1.065 -0.013 -0.3 -0.7 0.0
C -0.166 1.022 -0.001 0.2 0.3 0.0
F -0.977 2.086 0.009 0.1 -0.2 0.0
C -0.588 -0.317 0.000 0.1 -0.2 0.0
Cl -2.209 -0.865 0.003 0.0 0.0 0.0
C 0.545 -1.104 -0.010 -0.2 0.0 0.0
H 3.220 -0.727 0.815 0.1 0.0 0.2
H 1.908 1.867 -0.010 0.2 0.3 0.0
H 0.646 -2.177 -0.002 0.1 0.1 -0.1



12
Properties=species:S:1:pos:R:3:forces:R:3 method="wB97M-V/def2-TZVPD" lumo_energy_ev="-1.430 / -1.431" homo_lumo_gap_ha="0.30824 / 0.30825" homo_ev="-9.818 / -9.819"
C -1.392 0.772 0.068 -1.5 0.2 -0.2
C -0.696 -0.349 -0.195 3.4 0.1 0.1
C 1.715 0.683 0.504 1.3 0.0 3.9
C 1.628 -0.393 -0.473 -3.7 -0.8 2.7
N -1.361 -1.482 -0.402 1.5 -0.9 -0.2
N -2.620 -1.390 -0.362 -0.7 1.3 0.1
O 1.468 1.859 0.412 -0.3 0.0 -1.3
S -3.019 0.233 -0.068 -0.2 0.1 0.3
Cl 2.094 -1.981 0.041 0.0 0.9 -0.7
H -1.207 1.829 0.301 0.4 -0.8 -0.2
H 2.076 0.354 1.593 -0.5 -0.1 -2.0
H 1.313 -0.135 -1.419 0.3 0.0 -2.5



11
Properties=species:S:1:pos:R:3:forces:R:3 method="wB97M-V/def2-TZVPD" lumo_energy_ev=-0.421 homo_lumo_gap_ha=0.33186 homo_ev=-9.451
N -0.640 -2.225 1.945 -1.7 3.1 -4.3
C -0.998 -1.567 1.003 1.6 -4.0 5.2
C -1.416 -0.862 -0.121 -0.7 2.5 -3.3
C -0.879 0.395 -0.338 0.2 -0.6 1.9
Cl -1.171 1.408 -1.620 -1.4 0.5 -2.3
C 0.153 1.257 0.440 -1.7 -1.5 0.6
N 1.295 0.801 0.641 1.3 0.7 0.5
S 2.081 -0.643 0.178 0.7 1.9 1.3
H -2.184 -1.288 -0.936 1.9 0.8 2.2
H -0.151 2.321 0.802 0.5 -2.0 -0.8
H 3.200 -0.060 0.827 -0.9 -1.4 -1.0



9
Properties=species:S:1:pos:R:3:forces:R:3 method="wB97M-V/def2-TZVPD" lumo_energy_ev=0.900 homo_lumo_gap_ha=0.34849 smiles="O=C=C/C=C/Cl" homo_ev=-8.583
O 0.045 -2.662 0.447 -0.1 0.2 -0.2
C -0.327 -1.621 0.095 -1.3 -2.2 0.1
C -0.819 -0.452 -0.210 -0.1 0.6 0.0
C 0.152 0.471 0.350 0.5 -0.2 -0.1
C 1.380 -0.041 0.394 1.0 1.7 0.2
Cl 2.662 0.732 1.257 0.2 0.1 0.2
H -1.702 -0.225 -0.766 -0.2 -0.1 -0.2
H -0.138 1.394 0.825 0.1 0.1 0.1
H 1.730 -0.884 -0.175 0.0 -0.1 -0.1



| no. | energy (a.u.) |
| --- | --- |
| 1 | -2782.5175 |
| 2 | -2988.1279 |
| 3 | -711.2803 |
| 4 | -1129.1895 |
| 5 | -1389.1772 |
| 6 | -964.5621 |
| 7 | -844.1902 |
| 8 | -844.2185 |
| 9 | -844.1961 |
| 10 | -1197.1816 |
| 11 | -1122.0012 |
| 12 | -689.5786 |